Record 1
Below is C5H7N in the gas phase, with properties calculated with ωB97M-V/def2-TZVPD.

```
13
Properties=species:S:1:pos:R:3:lowdin_charge:R:1
C -0.245 -0.513 0.990 -0.14
C -1.170 -0.550 -0.245 -0.23
C -0.660 0.139 -1.410 0.04
C 0.751 0.434 -1.032 -0.31
N 0.805 1.532 -0.056 0.07
C 0.980 0.184 0.438 -0.28
H -0.015 -1.512 1.374 0.11
H -0.706 0.049 1.813 0.11
H -2.244 -0.688 -0.098 0.11
H -0.881 -1.387 -0.975 0.15
H 1.543 0.438 -1.774 0.12
H -0.126 1.903 0.138 0.10
H 1.967 -0.031 0.838 0.13
```

Values from the calculation:
Frontier orbital gap, eV: 9.27
LUMO, eV: 0.641
HOMO, eV: -8.6
Energy above the lowest of the compared OMol25 structures with the same formula, charge and spin, kJ/mol: 426.4
Charge: 0

Record 2
Below is a 2-piece molecular cluster, C5H13NOP overall, with properties calculated with ωB97M-V/def2-TZVPD.

```
21
Properties=species:S:1:pos:R:3:lowdin_charge:R:1
C -2.355 1.190 0.552 -0.01
C 0.855 0.133 2.453 -0.14
C 0.053 1.070 -2.714 -0.09
C -0.475 -3.209 -0.373 0.16
C 1.276 0.434 1.025 -0.32
N -1.189 1.186 0.098 -0.12
O 0.679 0.590 -1.530 -0.35
P -0.029 0.016 -0.225 0.98
H -2.835 2.151 0.711 0.10
H -2.934 0.304 0.806 0.09
H -0.054 0.666 2.720 0.07
H 0.692 -0.931 2.608 0.07
H 1.640 0.455 3.133 0.09
H -0.723 1.800 -2.477 0.08
H -0.373 0.250 -3.293 0.09
H 0.841 1.548 -3.294 0.10
H -0.091 -3.409 0.607 0.00
H 0.177 -3.286 -1.221 0.00
H -1.535 -3.175 -0.529 0.00
H 2.166 -0.138 0.749 0.09
H 1.489 1.499 0.886 0.10
```

Values from the calculation:
Frontier orbital gap (alpha / beta), eV: 9.04 / 6.44
LUMO (alpha / beta), eV: -4.318 / -6.486
HOMO (alpha / beta), eV: -13.4 / -12.9
Energy above the lowest of the compared OMol25 structures with the same formula, charge and spin, kJ/mol: 249.6
Charge: +1

Record 3
Below is C20H32F3IrN5O8S3 as an isolated structure, with properties calculated with ωB97M-V/def2-TZVPD.

```
72
Properties=species:S:1:pos:R:3:lowdin_charge:R:1
Ir -0.029 0.323 -0.736 1.18
F 1.970 2.432 3.653 0.15
C 3.057 2.136 2.916 -0.60
F 4.086 1.971 3.740 0.18
F 3.305 3.186 2.126 0.16
C 2.797 0.896 2.096 -0.08
C 3.509 -0.280 2.264 0.06
C 3.203 -1.406 1.506 0.00
C 2.169 -1.342 0.597 -0.06
N 1.491 -0.199 0.453 -0.14
C 1.781 0.919 1.151 -0.61
S 0.660 2.126 0.600 0.76
H 4.309 -0.316 2.992 0.14
H 3.758 -2.324 1.629 0.12
H 1.866 -2.171 -0.027 0.11
C -4.622 0.097 0.555 -0.12
C -3.748 0.013 1.794 -0.37
S -2.180 0.845 1.524 0.98
O -1.459 -0.211 0.621 -0.68
C -1.445 0.668 3.163 -0.38
C -1.795 1.872 4.025 -0.11
H -5.572 -0.397 0.750 0.09
H -4.154 -0.411 -0.288 0.06
H -4.833 1.132 0.285 0.09
H -3.503 -1.013 2.074 0.11
H -4.199 0.512 2.654 0.11
H -0.375 0.607 2.975 0.07
H -1.785 -0.279 3.584 0.11
H -1.361 2.784 3.618 0.08
H -1.396 1.720 5.026 0.10
H -2.873 2.009 4.121 0.08
O -3.088 0.500 -2.805 0.19
N -2.704 1.461 -2.260 -0.10
O -1.690 1.746 -1.676 -0.04
C 3.354 1.494 -3.410 -0.04
C 2.303 1.767 -2.369 -0.23
O 1.432 0.592 -2.226 -0.27
H 3.979 2.380 -3.527 0.10
H 2.910 1.265 -4.379 0.09
H 4.002 0.666 -3.122 0.08
H 1.633 2.578 -2.649 0.13
H 2.731 1.988 -1.391 0.10
H 1.951 -0.241 -2.357 0.07
C 4.275 -4.342 -1.818 -0.09
C 3.537 -4.373 -3.147 -0.27
S 2.970 -2.753 -3.608 0.69
O 4.037 -1.984 -4.177 -0.28
O 2.276 -2.151 -2.463 -0.34
C 1.797 -3.013 -4.954 -0.17
C 0.346 -3.428 -4.674 -0.09
N -0.217 -2.861 -3.441 0.06
C -0.399 -1.547 -3.220 -0.32
N -0.698 -1.328 -1.938 -0.03
C -0.766 -2.545 -1.321 -0.02
C -0.449 -3.497 -2.229 -0.11
N -0.212 -4.882 -1.910 -0.32
O -0.596 -5.243 -0.824 0.14
O 0.380 -5.574 -2.722 0.09
C -0.341 -0.515 -4.284 0.03
H 4.638 -5.343 -1.596 0.10
H 3.613 -4.030 -1.011 0.06
H 5.134 -3.672 -1.858 0.09
H 2.660 -5.024 -3.120 0.09
H 4.187 -4.680 -3.968 0.12
H 2.251 -3.747 -5.620 0.13
H 1.866 -2.057 -5.476 0.10
H 0.266 -4.503 -4.590 0.12
H -0.271 -3.108 -5.513 0.14
H -0.979 -2.653 -0.272 0.13
H -1.073 -0.743 -5.063 0.12
H 0.643 -0.449 -4.743 0.09
H -0.571 0.459 -3.865 0.07
```

Values from the calculation:
Frontier orbital gap (alpha / beta), eV: 7.89 / 5.79
LUMO (alpha / beta), eV: -6.295 / -8.398
2S+1: 2
HOMO (alpha / beta), eV: -14.2 / -14.2
Energy above the lowest of the compared OMol25 structures with the same formula, charge and spin, kJ/mol: 55.1
Charge: +2

Record 4
Below is C12H18AuI2MnO4S2 as an isolated structure, with properties calculated with ωB97M-V/def2-TZVPD.

```
40
Properties=species:S:1:pos:R:3:lowdin_charge:R:1
I -0.851 -5.670 0.635 0.89
I -0.327 -3.169 -0.261 0.63
Au 0.242 1.963 -0.622 0.79
Mn -0.097 -0.740 1.318 -0.04
S 1.149 -0.272 -0.513 0.50
S -1.308 0.063 -0.390 0.55
C 1.298 -0.582 2.418 -0.12
C 3.164 -0.708 -0.549 -0.65
C -3.282 0.160 -0.036 -0.68
C 3.438 -0.747 -2.042 -0.07
C 3.848 0.424 0.184 -0.04
C 3.284 -2.065 0.116 -0.08
C -3.830 -0.088 -1.430 -0.08
C -3.527 1.559 0.490 -0.04
C -3.623 -0.948 0.943 -0.06
C 1.570 3.343 -0.990 -0.14
C -0.656 3.689 -0.836 -0.13
O 2.191 -0.262 3.122 0.23
O 2.446 4.060 -1.219 0.29
O -1.308 4.632 -0.971 0.29
H 3.194 0.210 -2.518 0.10
H 2.820 -1.517 -2.525 0.10
H 4.497 -0.973 -2.227 0.14
H 3.570 1.401 -0.237 0.08
H 4.936 0.306 0.083 0.15
H 3.604 0.410 1.255 0.08
H 3.055 -1.999 1.188 0.07
H 4.317 -2.430 0.006 0.14
H 2.598 -2.796 -0.340 0.03
H -4.925 -0.060 -1.428 0.13
H -3.516 -1.074 -1.794 0.10
H -3.471 0.666 -2.141 0.10
H -4.607 1.734 0.577 0.15
H -3.122 2.319 -0.191 0.08
H -3.086 1.691 1.486 0.08
H -4.715 -1.046 1.015 0.14
H -3.233 -0.721 1.944 0.07
H -3.210 -1.912 0.605 0.06
O -1.503 0.954 3.324 0.24
C -1.027 0.193 2.551 -0.10
```

Values from the calculation:
Frontier orbital gap (alpha / beta), eV: 5.11 / 5.34
LUMO (alpha / beta), eV: -15.681 / -17.230
2S+1: 7
HOMO (alpha / beta), eV: -20.8 / -22.6
Energy above the lowest of the compared OMol25 structures with the same formula, charge and spin, kJ/mol: 0.0
Charge: +4

Record 5
Below is a 2-piece molecular cluster, C2HN4O overall, with properties calculated with ωB97M-V/def2-TZVPD.

```
8
Properties=species:S:1:pos:R:3:lowdin_charge:R:1
C -0.595 0.829 2.202 -0.32
C -1.225 -0.922 0.124 -0.13
N -1.230 0.959 3.360 -0.10
N 0.062 1.848 1.724 -0.09
N -0.883 2.196 3.638 -0.19
N -0.174 2.721 2.666 -0.19
O -0.777 -0.617 -0.940 -0.06
H -1.946 -1.921 0.113 0.07
```

Values from the calculation:
Frontier orbital gap (alpha / beta), eV: 7.64 / 8.53
LUMO (alpha / beta), eV: 3.054 / 3.759
HOMO (alpha / beta), eV: -4.6 / -4.8
Energy above the lowest of the compared OMol25 structures with the same formula, charge and spin, kJ/mol: 220.2
Charge: -1

Record 6
Below is C6H12 in the gas phase, with properties calculated with ωB97M-V/def2-TZVPD.

```
18
Properties=species:S:1:pos:R:3:lowdin_charge:R:1
C 1.378 0.487 0.176 -0.18
C -1.612 0.480 -0.617 -0.19
C 0.680 -0.720 -0.121 -0.18
C -0.633 -0.345 -1.260 -0.18
C 2.692 0.519 0.862 -0.13
C -2.581 -0.102 0.339 -0.12
H 0.874 1.422 -0.029 0.09
H -1.771 1.498 -0.949 0.09
H 0.120 -1.186 0.704 0.09
H 1.331 -1.525 -0.497 0.10
H -0.182 0.115 -2.137 0.09
H -0.984 -1.343 -1.533 0.10
H 3.370 1.327 0.580 0.07
H -3.371 -0.686 -0.154 0.08
H 3.240 -0.425 0.743 0.07
H 2.627 0.639 1.955 0.07
H -2.076 -0.815 1.015 0.07
H -3.101 0.659 0.922 0.07
```

Values from the calculation:
Frontier orbital gap (alpha / beta), eV: 7.85 / 8.12
LUMO (alpha / beta), eV: 0.629 / 0.874
HOMO (alpha / beta), eV: -7.2 / -7.2
Energy above the lowest of the compared OMol25 structures with the same formula, charge and spin, kJ/mol: 398.9
Charge: 0

Summary of max |F| in eV Å⁻¹
0.43, 0.99, 1.15, 9.80, 2.87, 3.05
(order as listed above)